# C4H6N2O

An isolated molecule of C4H6N2O (wB97M-V/def2-TZVPD, OMol25).

As for the electronic energy: -340.659386 hartree. Its structure (SMILES) is CNC(=O)N1C=C1. The gap between HOMO and LUMO is 9.6 eV. The LUMO energy is 0.946 eV. The net charge is 0.

The geometry in XYZ format:
```
13
C4H6N2O, DFT wB97M-V/def2-TZVPD
O 0.61 0.53 2.04
C 0.13 0.09 1.01
N -1.19 0.19 0.69
C -1.76 -0.13 -0.60
C 1.72 0.15 -0.87
C 2.33 -0.32 0.15
N 0.88 -0.67 0.06
H -1.73 0.74 1.34
H -2.84 -0.27 -0.49
H -1.31 -1.06 -0.97
H 1.59 0.65 -1.81
H -1.59 0.66 -1.34
H 3.16 -0.56 0.78
```